Below is a cluster of 2 separate species, C6H9N2O2 in total at a distorted geometry, with properties calculated with wB97M-V/def2-TZVPD.

Output
frontier orbital gap: 8.31 eV
net charge: -1
energy relative to the best compared isomer or geometry (same formula, charge and spin): 42.9 kcal/mol
HOMO level: -4.7 eV
total energy: -13443.903 eV

Structure (XYZ):
```
19
C6H9N2O2 wB97M-V/def2-TZVPD
C -1.72044 -0.59894 2.56412
C 1.36867 0.77115 1.54572
C 0.02999 -0.73431 0.78324
C -0.52821 -0.19497 1.97705
N 1.27057 -0.10786 0.60055
N 0.25183 0.84579 2.40871
H 1.73763 0.00198 -0.35539
H 2.34295 1.25127 1.64015
H -0.41570 -1.44777 0.19505
H -1.92977 -0.32750 3.58262
H -1.62132 -1.76440 2.56424
H -2.62704 -0.43524 1.92093
C -0.39363 0.42029 -2.58281
C 1.15435 0.20705 -2.90521
O 1.93393 -0.03046 -1.97961
O 1.45147 0.38239 -4.04893
H -0.57375 1.30734 -3.18967
H -0.55325 0.66419 -1.63461
H -1.17827 -0.20999 -3.08614
```

***

Below is a cluster of 2 separate species, C6H9N in total at a distorted geometry, with properties calculated with wB97M-V/def2-TZVPD.

Output
frontier orbital gap: 10.12 eV
net charge: 0
energy relative to the best compared isomer or geometry (same formula, charge and spin): 76.9 kcal/mol
structure (SMILES): C/C=C\C#N.C=C
HOMO level: -9.4 eV
total energy: -7854.825 eV

Structure (XYZ):
```
16
C6H9N wB97M-V/def2-TZVPD
C 0.76440 -1.16612 1.22956
C -0.60062 -0.58540 1.40674
C -1.58493 -0.59327 0.50125
C -1.40213 -1.14031 -0.81309
N -1.23299 -1.55610 -1.88212
H 0.91893 -1.54170 0.21448
H 1.52342 -0.40489 1.43950
H 0.91420 -1.99210 1.93566
H -0.80866 -0.11491 2.36638
H -2.55359 -0.15043 0.71134
C 0.47772 1.84449 -0.52007
C 0.74890 1.07342 -1.57309
H -0.51210 2.26773 -0.37564
H 1.37953 2.42729 -0.63394
H 0.07546 0.92247 -2.39485
H 1.76623 0.69347 -1.66189
```

***

Below is a structure of composition C19H13BrLiMgO7 at a distorted geometry, with properties calculated with wB97M-V/def2-TZVPD.

Output
frontier orbital gap: 2.06 eV
net charge: +1
HOMO level: -10.6 eV
total energy: -109925.428 eV

Structure (XYZ):
```
42
C19H13BrLiMgO7 wB97M-V/def2-TZVPD
C -3.94347 -4.18982 -2.05839
C -3.09238 -3.75690 -2.77397
C -2.27315 -3.05222 -3.69769
O -2.37441 -3.14600 -4.87394
O -1.31811 -2.21359 -3.10142
C -1.86214 -0.93001 -2.92233
H -4.75981 -4.46119 -1.44494
H -2.44638 -0.81889 -2.01730
H -1.04814 -0.19661 -2.81680
H -2.49749 -0.70291 -3.78187
C 0.86590 -4.93437 -0.97637
O 0.66669 -3.89980 -0.28584
O 0.45200 -4.83215 -2.28741
O 1.38670 -5.96888 -0.59524
H 0.10814 -3.92587 -2.25972
C 2.42141 -2.04121 1.40783
C 3.00085 -1.55602 2.57338
C 2.65081 -0.30684 3.06241
C 1.72471 0.46557 2.38205
C 1.15151 -0.01570 1.19780
C 1.49803 -1.27160 0.71948
C 0.19176 0.80880 0.42933
O -0.33119 0.37895 -0.60657
C -0.13478 2.15783 0.91871
C -0.99651 2.97070 0.18142
C -1.31985 4.22986 0.63338
C -0.78873 4.69775 1.83795
C 0.06368 3.88971 2.58215
C 0.40145 2.63300 2.12412
C 1.34915 1.79893 2.92319
O 1.79832 2.20415 3.97018
H 2.68922 -3.01755 1.03080
H 3.72928 -2.15467 3.10280
H 3.09858 0.07221 3.96999
H 1.05438 -1.65205 -0.18457
H -1.40756 2.60735 -0.74990
H -1.98297 4.85980 0.05754
H -1.05405 5.67523 2.20366
H 0.47096 4.24414 3.51777
Mg 0.10177 0.24466 -4.03664
Br 1.12618 6.36970 0.62618
Li 1.62968 8.73651 0.01880
```

***

Below is a cluster of 2 separate species, C3H7NO2 in total at a distorted geometry, with properties calculated with wB97M-V/def2-TZVPD.

Output
frontier orbital gap (alpha / beta): 9.63 / 7.19 eV
net charge: 0
energy relative to the best compared isomer or geometry (same formula, charge and spin): 172.1 kcal/mol
HOMO level (alpha / beta): -8.6 / -7.9 eV
total energy: -8803.067 eV

Structure (XYZ):
```
13
C3H7NO2 wB97M-V/def2-TZVPD
C -1.32583 -1.33041 0.16926
O -0.49985 -0.32256 0.69037
N 1.48336 -1.09438 0.43426
O 2.22952 -0.40450 0.95890
H -1.37830 -2.16373 0.87843
H -0.94997 -1.72273 -0.78857
H -2.33298 -0.93877 -0.01823
C 0.13396 0.73176 -0.55755
C 0.68268 1.87437 -0.04188
H 0.41871 2.84928 -0.42392
H 1.34208 1.87791 0.81521
H -0.68763 0.81269 -1.26214
H 0.88424 -0.16893 -0.85415
```

***

Below is a structure of composition C6H7Na2O6 at a distorted geometry, with properties calculated with wB97M-V/def2-TZVPD.

Output
multiplicity: 2
frontier orbital gap (alpha / beta): 5.90 / 8.99 eV
net charge: 0
energy relative to the best compared isomer or geometry (same formula, charge and spin): 0.0 kcal/mol
HOMO level (alpha / beta): -6.3 / -9.4 eV
total energy: -27455.600 eV

Structure (XYZ):
```
21
C6H7Na2O6 wB97M-V/def2-TZVPD
Na -3.32751 -0.11880 0.12751
O -1.32979 -0.57056 1.51728
O -0.02280 -2.22803 0.71367
C 1.13714 -1.66667 1.32646
C 1.95107 -0.85740 0.31915
O -2.12757 -2.08541 0.09369
C -1.21749 -1.59120 0.78407
H 0.85054 -1.05308 2.18885
H 1.73294 -2.51845 1.67426
H 2.15653 -1.45843 -0.57426
H 2.90788 -0.59677 0.79442
Na -1.05905 1.49145 1.44657
O 0.99788 1.27864 0.81209
O 0.93854 0.56066 -1.30171
C -0.02809 1.87909 -1.74954
C -1.43618 1.60044 -1.49854
O -1.96686 1.63743 -0.31073
C 1.26630 0.43902 -0.05722
H 0.38388 2.70105 -1.15341
H 0.22280 1.94583 -2.81147
H -2.03019 1.21119 -2.34112
```

***

Below is a cluster of 6 separate species, C18H27F4O16 in total at a distorted geometry, with properties calculated with wB97M-V/def2-TZVPD.

Output
frontier orbital gap: 8.51 eV
net charge: -1
energy relative to the best compared isomer or geometry (same formula, charge and spin): 7.9 kcal/mol
HOMO level: -6.1 eV
total energy: -62726.620 eV

Structure (XYZ):
```
65
C18H27F4O16 wB97M-V/def2-TZVPD
O -0.05289 -0.86158 -1.02458
H 0.11611 -1.37358 -0.18558
C -3.08389 1.00742 -1.92958
C -1.78989 1.78142 -2.09958
O -2.08689 3.01242 -1.40558
C -3.25889 3.02542 -0.92058
O -3.75189 3.98842 -0.45958
O -3.85189 1.85342 -1.08958
F -1.57789 2.12442 -3.39158
H -2.94689 0.09942 -1.70058
H -3.50089 0.82842 -2.83858
H -1.11189 0.95542 -1.69458
C 2.66611 -1.98158 1.04842
C 2.24811 -2.97858 -0.07658
O 1.32411 -3.74858 0.54442
C 1.46411 -3.61358 1.76542
O 0.77211 -4.18758 2.57242
O 2.28211 -2.61658 2.11242
F 3.15411 -3.71158 -0.53558
H 2.17611 -1.13358 0.86142
H 3.76111 -1.75358 1.02842
H 1.72411 -2.56158 -1.12158
C 2.87111 1.04542 -1.23958
C 2.66911 0.11442 -2.41458
O 3.71211 -0.78958 -2.23058
C 4.57411 -0.24758 -1.37858
O 5.79911 -0.68158 -1.13158
O 4.16511 0.83142 -0.79358
F 2.92411 0.87642 -3.53958
H 2.06811 0.83842 -0.38158
H 2.68111 1.93342 -1.48758
H 1.81311 -0.37458 -2.39858
C -1.59089 -3.69558 -1.77658
C -2.02689 -3.01458 -3.09558
O -3.42089 -3.16058 -3.21158
C -3.81189 -3.99558 -2.19158
O -4.96989 -4.36858 -1.92258
O -2.74889 -4.42858 -1.35658
F -1.26589 -3.48358 -4.13558
H -1.13689 -2.76758 -1.13258
H -0.79789 -4.28358 -1.77158
H -1.81589 -1.93858 -2.91658
C -1.84289 -2.27458 2.90342
O -1.88689 -0.82058 3.27842
C -0.68989 -0.17058 2.72642
C -0.37689 1.24742 3.40842
O 0.24711 2.10642 2.75842
C -0.49389 3.02442 2.01342
C 0.42911 3.87342 1.20642
O 1.01211 4.82342 2.00442
C 1.81911 5.74442 1.36742
H -0.90489 -2.67758 3.29742
H -1.95989 -2.30758 1.85642
H -2.67189 -2.68658 3.27942
H -0.94989 0.07342 1.59742
H 0.14911 -0.77158 2.93342
H 0.21311 1.14942 4.36042
H -1.28189 1.52342 3.98942
H -1.16489 3.57842 2.68242
H -1.08789 2.37642 1.29742
H -0.21389 4.29442 0.31542
H 1.26811 3.40242 0.60742
H 2.71111 5.22442 0.79242
H 2.06411 6.50942 1.96742
H 1.24711 6.19442 0.40442
```

***

Copy entry 6 word for word.
Below is a cluster of 6 separate species, C18H27F4O16 in total at a distorted geometry, with properties calculated with wB97M-V/def2-TZVPD.

Output
frontier orbital gap: 8.51 eV
net charge: -1
energy relative to the best compared isomer or geometry (same formula, charge and spin): 7.9 kcal/mol
HOMO level: -6.1 eV
total energy: -62726.620 eV

Structure (XYZ):
```
65
C18H27F4O16 wB97M-V/def2-TZVPD
O -0.05289 -0.86158 -1.02458
H 0.11611 -1.37358 -0.18558
C -3.08389 1.00742 -1.92958
C -1.78989 1.78142 -2.09958
O -2.08689 3.01242 -1.40558
C -3.25889 3.02542 -0.92058
O -3.75189 3.98842 -0.45958
O -3.85189 1.85342 -1.08958
F -1.57789 2.12442 -3.39158
H -2.94689 0.09942 -1.70058
H -3.50089 0.82842 -2.83858
H -1.11189 0.95542 -1.69458
C 2.66611 -1.98158 1.04842
C 2.24811 -2.97858 -0.07658
O 1.32411 -3.74858 0.54442
C 1.46411 -3.61358 1.76542
O 0.77211 -4.18758 2.57242
O 2.28211 -2.61658 2.11242
F 3.15411 -3.71158 -0.53558
H 2.17611 -1.13358 0.86142
H 3.76111 -1.75358 1.02842
H 1.72411 -2.56158 -1.12158
C 2.87111 1.04542 -1.23958
C 2.66911 0.11442 -2.41458
O 3.71211 -0.78958 -2.23058
C 4.57411 -0.24758 -1.37858
O 5.79911 -0.68158 -1.13158
O 4.16511 0.83142 -0.79358
F 2.92411 0.87642 -3.53958
H 2.06811 0.83842 -0.38158
H 2.68111 1.93342 -1.48758
H 1.81311 -0.37458 -2.39858
C -1.59089 -3.69558 -1.77658
C -2.02689 -3.01458 -3.09558
O -3.42089 -3.16058 -3.21158
C -3.81189 -3.99558 -2.19158
O -4.96989 -4.36858 -1.92258
O -2.74889 -4.42858 -1.35658
F -1.26589 -3.48358 -4.13558
H -1.13689 -2.76758 -1.13258
H -0.79789 -4.28358 -1.77158
H -1.81589 -1.93858 -2.91658
C -1.84289 -2.27458 2.90342
O -1.88689 -0.82058 3.27842
C -0.68989 -0.17058 2.72642
C -0.37689 1.24742 3.40842
O 0.24711 2.10642 2.75842
C -0.49389 3.02442 2.01342
C 0.42911 3.87342 1.20642
O 1.01211 4.82342 2.00442
C 1.81911 5.74442 1.36742
H -0.90489 -2.67758 3.29742
H -1.95989 -2.30758 1.85642
H -2.67189 -2.68658 3.27942
H -0.94989 0.07342 1.59742
H 0.14911 -0.77158 2.93342
H 0.21311 1.14942 4.36042
H -1.28189 1.52342 3.98942
H -1.16489 3.57842 2.68242
H -1.08789 2.37642 1.29742
H -0.21389 4.29442 0.31542
H 1.26811 3.40242 0.60742
H 2.71111 5.22442 0.79242
H 2.06411 6.50942 1.96742
H 1.24711 6.19442 0.40442
```

***

Among the records above, which one has the lowest total energy? C19H13BrLiMgO7